1.
Formula: C16H29I2N6RuSSeSi
Source: OMol25
Level of theory: wB97M-V/def2-TZVPD

As for the spin multiplicity: 6. As for the net charge: +2. The HOMO energy (spin up / spin down) comes out at -12.71 / -13.28 eV. The relative energy (zero: lowest compared OMol25 entry of this formula, charge and spin) is 21.1 kcal/mol. As for the LUMO energy (spin up / spin down): -5.250 / -7.372 eV.

Last column: Löwdin spin population.
CARTESIAN COORDINATES (ANGSTROEM)
1 Ru -0.45 -0.69 -0.39  2.501
2 N -2.69 -5.86 -3.27  0.008
3 C -2.20 -4.79 -2.61  0.006
4 C -3.01 -3.69 -2.29  0.004
5 C -2.46 -2.63 -1.62  0.015
6 N -1.17 -2.55 -1.25  0.011
7 C -0.39 -3.61 -1.56  0.007
8 C -0.85 -4.72 -2.21  0.001
9 H -3.64 -5.88 -3.58  0.000
10 H -2.10 -6.62 -3.53  0.000
11 H -4.05 -3.67 -2.56  0.000
12 H -3.08 -1.77 -1.38  0.008
13 H 0.65 -3.54 -1.28  0.002
14 H -0.17 -5.53 -2.43  0.000
15 N 0.59 2.11 0.66  0.056
16 C 0.22 1.05 0.36  0.011
17 C -4.76 0.29 -1.00  0.014
18 Si -3.91 1.11 0.44  0.062
19 C -4.96 1.25 1.95  0.005
20 C -2.95 2.62 0.00  0.016
21 Se -2.24 -0.47 1.17  0.760
22 H -5.61 0.91 -1.30  0.002
23 H -5.16 -0.69 -0.73  0.001
24 H -4.09 0.20 -1.85  0.000
25 H -5.78 1.95 1.75  0.001
26 H -4.39 1.62 2.80  0.001
27 H -5.41 0.29 2.22  0.000
28 H -3.64 3.40 -0.32  0.002
29 H -2.26 2.41 -0.83  0.001
30 H -2.37 2.99 0.84  0.000
31 I 2.10 -1.11 -1.21  0.320
32 I 3.48 -0.36 1.76  0.771
33 S -1.25 0.52 -2.45  0.255
34 C 0.08 1.41 -3.14  0.037
35 N 0.72 2.37 -2.43  0.015
36 C 1.73 3.11 -2.91  0.006
37 C 2.17 2.93 -4.20  0.014
38 C 1.54 1.95 -4.97  0.005
39 C 0.50 1.20 -4.45  0.021
40 H 0.43 2.53 -1.46  0.000
41 H 2.15 3.84 -2.23  0.000
42 H 2.98 3.52 -4.58  0.001
43 H 1.86 1.78 -5.99  0.000
44 H 0.01 0.44 -5.03  0.002
45 N 1.06 -4.23 5.06  0.001
46 C 1.44 -3.44 3.83  0.002
47 C 0.25 -3.28 2.88  0.004
48 N 0.62 -2.51 1.71  0.047
49 H 1.85 -4.33 5.70  0.000
50 H 0.73 -5.17 4.82  0.000
51 H 0.31 -3.77 5.58  0.000
52 H 2.26 -3.98 3.35  0.000
53 H 1.81 -2.48 4.17  0.001
54 H -0.57 -2.76 3.40  0.000
55 H -0.14 -4.25 2.58  0.000
56 H 1.32 -2.99 1.15  -0.001
57 H 1.06 -1.64 1.99  0.001


2.
Formula: C22H45GaN2OP3Se
Source: OMol25
Level of theory: wB97M-V/def2-TZVPD

As for the net charge: +3. The HOMO energy comes out at -14.29 eV. As for the LUMO energy: -10.010 eV.

Last column: Mulliken charge in e.
CARTESIAN COORDINATES (ANGSTROEM)
1 Ga -0.10 -0.93 -0.73  -0.467
2 P -1.97 0.52 -1.26  0.831
3 P -0.07 -3.09 -0.01  1.021
4 P 1.61 -0.18 -2.18  0.796
5 H 1.82 0.66 1.91  0.344
6 C 2.20 1.35 1.14  -0.797
7 C 1.61 2.53 0.88  -0.494
8 H 0.93 3.01 1.60  0.283
9 C -3.50 1.05 -0.41  -0.987
10 C -2.69 -0.60 -2.49  -1.306
11 C -1.70 2.03 -2.24  -1.225
12 C 1.45 -3.51 0.89  -0.829
13 C -1.56 -3.42 1.00  -0.903
14 C -0.15 -3.88 -1.65  -1.164
15 C 2.26 1.50 -2.50  -1.086
16 C 0.92 -0.66 -3.81  -1.283
17 C 3.11 -1.22 -2.05  -1.690
18 H 3.12 0.98 0.68  0.487
19 H 1.82 3.16 0.00  0.318
20 H -3.36 1.92 0.25  0.239
21 H -3.94 0.24 0.17  0.358
22 H -4.23 1.33 -1.19  0.512
23 H -3.04 -1.52 -2.01  0.394
24 H -1.97 -0.87 -3.26  0.331
25 H -3.55 -0.09 -2.96  0.514
26 H -1.35 2.86 -1.61  0.313
27 H -2.65 2.32 -2.71  0.520
28 H -0.96 1.88 -3.04  0.321
29 H 1.53 -4.60 1.03  0.478
30 H 1.43 -3.03 1.89  0.417
31 H 2.35 -3.18 0.33  0.185
32 H -1.69 -4.50 1.16  0.483
33 H -2.46 -3.02 0.48  0.335
34 H -1.45 -2.92 1.99  0.352
35 H -0.33 -4.96 -1.55  0.530
36 H 0.80 -3.72 -2.19  0.311
37 H -0.98 -3.44 -2.23  0.382
38 H 3.00 1.47 -3.32  0.490
39 H 2.74 1.91 -1.60  0.312
40 H 1.44 2.17 -2.79  0.358
41 H 1.72 -0.66 -4.57  0.530
42 H 0.14 0.06 -4.13  0.387
43 H 0.47 -1.66 -3.76  0.303
44 H 3.79 -1.01 -2.90  0.628
45 H 2.86 -2.29 -2.06  0.626
46 H 3.63 -1.00 -1.11  0.394
47 C 5.67 -3.61 -0.33  0.534
48 C 6.66 -4.46 0.24  -0.854
49 C 7.87 -3.85 0.60  -0.336
50 C 8.09 -2.50 0.32  -0.523
51 C 7.20 -1.80 -0.50  -0.423
52 C 6.04 -2.42 -0.95  -0.369
53 O 4.30 -3.74 -0.22  -0.301
54 H 4.02 -4.60 0.16  0.306
55 H 6.50 -5.53 0.37  0.401
56 H 8.64 -4.43 1.12  0.374
57 H 8.98 -2.00 0.70  0.395
58 H 7.40 -0.77 -0.80  0.384
59 H 5.38 -1.96 -1.69  0.436
60 C -1.83 0.23 5.30  -0.844
61 N -1.89 1.49 4.58  0.182
62 C -2.10 2.71 5.18  -0.362
63 C -2.11 3.62 4.18  -0.530
64 N -1.89 2.96 2.99  0.377
65 C -1.86 3.65 1.71  -0.872
66 C -1.71 1.61 3.23  -0.079
67 Se -1.08 0.27 2.11  -0.479
68 H -2.63 -0.44 4.95  0.331
69 H -1.98 0.44 6.36  0.290
70 H -0.86 -0.26 5.15  0.316
71 H -2.23 2.80 6.24  0.467
72 H -2.25 4.67 4.22  0.532
73 H -2.86 4.08 1.50  0.375
74 H -1.14 4.49 1.75  0.420
75 H -1.56 2.93 0.94  0.002


3.
Formula: C2H2N6
Source: OMol25
Level of theory: wB97M-V/def2-TZVPD

As for the SMILES: [H]/N=c1\nncnnn1. As for the net charge: 0. The HOMO energy comes out at -9.96 eV. The relative energy (zero: lowest compared OMol25 entry of this formula, charge and spin) is 47.3 kcal/mol. As for the LUMO energy: -1.211 eV.

Last column: Mulliken charge in e.
CARTESIAN COORDINATES (ANGSTROEM)
1 H -0.82 -2.38 -0.28  0.277
2 N -1.11 -1.57 -0.85  -0.577
3 C -0.23 -0.70 -0.85  0.709
4 N 1.05 -0.84 -0.28  -0.227
5 N 1.30 -0.17 0.75  -0.126
6 C 0.31 0.80 1.19  0.034
7 N -0.33 1.61 0.47  -0.099
8 N -0.18 1.61 -0.91  -0.171
9 N -0.24 0.54 -1.53  -0.179
10 H 0.22 1.09 2.28  0.358


4.
Formula: C7H11N
Source: OMol25
Level of theory: wB97M-V/def2-TZVPD

As for the SMILES: C[C@H]1[C@@H]2C=C[C@@]1(N)C2. As for the net charge: 0. The HOMO energy comes out at -8.20 eV. The relative energy (zero: lowest compared OMol25 entry of this formula, charge and spin) is 161.0 kcal/mol. As for the LUMO energy: 1.021 eV.

Last column: Mulliken charge in e.
CARTESIAN COORDINATES (ANGSTROEM)
1 C -1.54 0.40 1.07  -1.489
2 C -0.32 0.76 0.18  0.096
3 C 1.06 0.42 0.78  0.318
4 C 2.00 0.69 -0.36  -0.721
5 C 1.23 0.35 -1.40  -0.388
6 C -0.05 -0.48 -0.82  -0.065
7 N -0.88 -1.07 -1.57  -0.425
8 C 0.72 -1.02 0.61  -0.702
9 H -2.38 0.19 0.32  0.253
10 H -2.06 1.09 1.67  0.450
11 H -1.56 -0.36 2.05  0.216
12 H -0.67 1.72 -0.21  0.311
13 H 1.00 0.96 1.75  0.400
14 H 2.83 1.48 -0.52  0.278
15 H 1.54 0.55 -2.47  0.333
16 H -0.63 -1.74 -2.08  0.216
17 H -1.95 -1.31 -1.18  0.262
18 H 1.78 -1.32 0.84  0.465
19 H -0.14 -1.32 1.35  0.192


5.
Formula: Cl2OS
Source: OMol25
Level of theory: wB97M-V/def2-TZVPD

As for the net charge: 0. The HOMO energy (spin up / spin down) comes out at -9.71 / -9.73 eV. The relative energy (zero: lowest compared OMol25 entry of this formula, charge and spin) is 116.6 kcal/mol. As for the LUMO energy (spin up / spin down): -1.723 / -1.512 eV.

Last column: Mulliken charge in e.
CARTESIAN COORDINATES (ANGSTROEM)
1 O 1.60 -1.05 -0.29  -0.253
2 S -0.15 0.21 0.75  0.274
3 Cl -1.38 -1.01 -0.30  -0.039
4 Cl -0.07 1.86 -0.15  0.018


6.
Formula: C27H32N2O5
Source: OMol25
Level of theory: wB97M-V/def2-TZVPD

As for the SMILES: CCOc1ccc([C@H]2c3c(oc4cc(C)c(C)cc4c3=O)C(=O)N2CCCN(C)C)cc1OC. As for the net charge: 0. The HOMO energy comes out at -8.06 eV. The relative energy (zero: lowest compared OMol25 entry of this formula, charge and spin) is 26.0 kcal/mol. As for the LUMO energy: -0.113 eV.

Last column: Mulliken charge in e.
CARTESIAN COORDINATES (ANGSTROEM)
1 C 3.00 -0.20 -4.50  -1.021
2 C 4.05 -0.58 -3.46  -0.298
3 O 3.49 -1.22 -2.33  -0.529
4 C 2.58 -0.59 -1.54  0.568
5 C 1.69 -1.44 -0.89  -1.006
6 C 0.74 -0.96 0.00  -0.118
7 C 0.67 0.39 0.26  -0.970
8 C -0.37 0.94 1.22  -0.800
9 C -1.74 0.71 0.64  0.474
10 C -2.43 -0.13 1.45  0.952
11 O -3.66 -0.59 1.24  -0.639
12 C -4.26 -0.16 0.09  0.172
13 C -5.55 -0.62 -0.15  -1.001
14 C -6.25 -0.25 -1.28  1.606
15 C -7.63 -0.75 -1.51  -1.811
16 C -5.64 0.61 -2.21  1.191
17 C -6.37 1.04 -3.45  -1.669
18 C -4.36 1.07 -1.97  -1.198
19 C -3.64 0.70 -0.83  0.042
20 C -2.28 1.21 -0.61  0.113
21 O -1.69 1.95 -1.38  -0.714
22 C -1.61 -0.46 2.66  0.159
23 O -1.90 -1.14 3.61  -0.719
24 N -0.44 0.21 2.47  0.286
25 C 0.61 0.25 3.46  -1.390
26 C 1.84 -0.56 3.06  0.965
27 C 2.90 -0.53 4.18  -1.458
28 N 4.15 -1.20 3.87  0.091
29 C 4.90 -0.58 2.80  -0.961
30 C 4.02 -2.63 3.68  -0.909
31 C 1.55 1.26 -0.38  0.613
32 C 2.50 0.80 -1.28  0.609
33 O 3.39 1.63 -1.91  -0.415
34 C 3.19 3.02 -1.81  -0.979
35 H 3.49 0.19 -5.39  0.383
36 H 2.42 -1.08 -4.78  0.301
37 H 2.32 0.55 -4.11  0.246
38 H 4.63 0.30 -3.17  0.209
39 H 4.73 -1.33 -3.87  0.397
40 H 1.77 -2.49 -1.10  0.466
41 H 0.06 -1.65 0.48  0.432
42 H -0.18 2.00 1.40  0.525
43 H -6.00 -1.28 0.58  0.398
44 H -7.95 -1.40 -0.70  0.367
45 H -7.68 -1.32 -2.45  0.345
46 H -8.33 0.08 -1.59  0.344
47 H -7.29 1.56 -3.19  0.337
48 H -6.64 0.17 -4.05  0.339
49 H -5.75 1.69 -4.05  0.373
50 H -3.86 1.73 -2.66  0.462
51 H 0.89 1.30 3.63  0.198
52 H 0.17 -0.16 4.38  0.471
53 H 2.27 -0.14 2.15  -0.038
54 H 1.54 -1.59 2.86  0.224
55 H 3.14 0.51 4.42  0.355
56 H 2.49 -1.00 5.08  0.356
57 H 5.91 -1.00 2.80  0.352
58 H 4.97 0.49 2.98  0.271
59 H 4.47 -0.75 1.81  0.314
60 H 5.02 -3.07 3.69  0.334
61 H 3.44 -3.05 4.49  0.302
62 H 3.54 -2.90 2.72  0.282
63 H 1.47 2.31 -0.17  0.454
64 H 2.18 3.31 -2.11  0.381
65 H 3.39 3.38 -0.79  0.295
66 H 3.92 3.46 -2.49  0.291